Below is C3H7ClN2Si in the gas phase in a non-equilibrium geometry, with properties calculated with ωB97M-V with the def2-TZVPD basis set.

```
14
Properties=species:S:1:pos:R:3
C 0.69 -2.27 -0.53
Si 0.88 -0.37 0.00
Cl 2.73 0.36 0.35
N 0.23 0.67 -1.20
C -0.66 1.49 -0.84
C -0.95 1.67 0.62
N -0.12 0.21 1.31
H 1.53 -2.82 -0.31
H -0.17 -2.51 0.07
H 0.27 -2.31 -1.52
H -0.89 2.21 -1.71
H -0.59 2.44 1.32
H -2.10 1.57 0.79
H -0.85 -0.36 1.65
```

Summary:
Electronic energy: -26605.457 eV
Orbital gap: 0.366 Ha
M: 134.64 g/mol
Net charge: 0
ΔE to the lowest compared entry with this formula, charge and spin: 213.5 kJ/mol
SMILES string: C[Si@@]1(Cl)N=CCN1
Highest occupied orbital energy: -9.3 eV